Below is a structure of composition C42H39F3IrN5O3SSb, with properties calculated with wB97M-V/def2-TZVPD.

The geometry in XYZ format:
```
95
Properties=species:S:1:pos:R:3
Ir 0.086 -0.543 -0.376
C -3.692 2.761 -5.451
C -3.150 1.728 -4.508
C -3.993 0.801 -3.893
C -3.501 -0.120 -2.996
C -2.132 -0.168 -2.669
N -1.664 -1.016 -1.700
C -2.223 -2.259 -1.527
C -2.593 -3.040 -2.636
C -2.987 -4.351 -2.491
C -3.023 -4.948 -1.233
C -3.384 -6.394 -1.062
C -2.686 -4.173 -0.122
C -2.315 -2.849 -0.246
N -2.144 -2.096 0.958
C -2.744 -2.357 2.138
C -2.329 -1.421 3.055
C -1.467 -0.594 2.349
N -1.363 -0.987 1.075
C -1.279 0.761 -3.305
C -1.792 1.687 -4.194
N 0.141 0.710 -3.161
C 1.038 0.915 -4.148
C 2.292 0.969 -3.590
C 2.083 0.795 -2.225
N 0.780 0.640 -1.962
H -4.477 2.343 -6.080
H -2.913 3.164 -6.095
H -4.129 3.593 -4.892
H -5.054 0.817 -4.112
H -4.174 -0.801 -2.491
H -2.500 -2.604 -3.622
H -3.237 -4.933 -3.369
H -3.820 -6.803 -1.972
H -4.098 -6.529 -0.248
H -2.495 -6.981 -0.820
H -2.706 -4.639 0.856
H -3.446 -3.168 2.236
H -2.634 -1.343 4.084
H -0.946 0.295 2.671
H -1.121 2.401 -4.657
H 0.709 1.003 -5.171
H 3.229 1.103 -4.103
H 2.800 0.748 -1.417
C 4.397 3.380 3.830
C 3.903 2.063 4.369
C 4.423 1.583 5.569
C 3.986 0.390 6.125
C 3.008 -0.367 5.489
C 2.478 0.084 4.295
C 2.919 1.292 3.746
Sb 2.019 1.782 1.932
C 0.204 2.823 2.088
C -0.703 2.583 1.053
C -1.949 3.181 1.055
C -2.286 4.018 2.111
C -1.384 4.252 3.141
C -0.121 3.662 3.156
C 0.837 3.937 4.285
C 3.166 2.725 0.480
C 2.596 3.819 -0.173
C 3.280 4.435 -1.208
C 4.521 3.941 -1.589
C 5.079 2.847 -0.938
C 4.420 2.213 0.112
C 5.056 1.050 0.825
H 4.135 4.192 4.510
H 3.986 3.626 2.848
H 5.484 3.381 3.738
H 5.188 2.161 6.077
H 4.415 0.046 7.058
H 2.675 -1.304 5.914
H 1.740 -0.523 3.780
H -0.418 1.906 0.262
H -2.650 2.994 0.250
H -3.258 4.496 2.136
H -1.660 4.916 3.951
H 0.556 4.841 4.820
H 1.862 4.076 3.924
H 0.850 3.113 5.005
H 1.623 4.194 0.127
H 2.853 5.294 -1.709
H 5.066 4.416 -2.396
H 6.051 2.480 -1.246
H 5.926 0.688 0.278
H 4.366 0.212 0.938
H 5.396 1.342 1.821
F 3.682 -2.052 -1.449
C 3.630 -2.810 -0.354
F 3.611 -4.080 -0.697
F 4.691 -2.552 0.396
S 2.116 -2.397 0.599
O 2.215 -0.934 0.796
O 2.124 -3.207 1.766
O 1.000 -2.613 -0.366
```

Its net charge is +2. As for the frontier orbital gap (spin up / spin down): 8.0 / 6.4 eV. As for the spin multiplicity: 6. The calculation puts the HOMO energy (spin up / spin down) at -12.4839 / -13.6913 eV. As for the LUMO energy (spin up / spin down): -4.508 / -7.319 eV.

---

Below is an isolated molecule of C3H7N3O, with properties calculated with wB97M-V/def2-TZVPD.

The geometry in XYZ format:
```
14
Properties=species:S:1:pos:R:3
C -0.117 2.341 -1.043
N -0.200 1.341 -0.002
C -0.256 0.011 -0.302
O -0.416 -0.429 -1.428
N -0.095 -0.819 0.808
C 0.114 -2.180 0.658
N 0.611 -2.852 1.614
H 0.083 1.825 -1.983
H 0.706 3.031 -0.833
H -1.049 2.906 -1.147
H -0.140 1.634 0.959
H 0.249 -0.439 1.680
H -0.186 -2.542 -0.327
H 0.697 -3.828 1.343
```

As for the frontier orbital gap: 10.4 eV. The calculation puts the HOMO energy at -9.6319 eV. As for the LUMO energy: 0.788 eV.

---

Below is a cluster of 2 separate species, C3H2F2I2 in total at a distorted geometry, with properties calculated with wB97M-V/def2-TZVPD.

The geometry in XYZ format:
```
9
Properties=species:S:1:pos:R:3
C -0.418 0.044 0.426
C -1.595 0.450 -0.044
C -2.970 -1.527 -0.150
F -2.691 -2.406 0.795
F -2.741 -1.916 -1.419
I -2.663 2.254 -0.082
I -4.917 -0.761 0.115
H 0.478 0.671 0.791
H -0.285 -1.061 0.518
```

As for the frontier orbital gap (spin up / spin down): 8.0 / 8.0 eV. The calculation puts the HOMO energy (spin up / spin down) at -8.8442 / -8.8462 eV. As for the LUMO energy (spin up / spin down): -0.802 / -0.804 eV.

---

Below is a structure of composition C8H13FN4O5Tm at a distorted geometry, with properties calculated with wB97M-V/def2-TZVPD.

The geometry in XYZ format:
```
32
Properties=species:S:1:pos:R:3
Tm -0.667 1.327 1.563
N -1.950 0.756 -0.576
C -1.423 1.500 -1.698
C -0.643 2.722 -1.314
O -0.043 3.348 -2.208
N -0.752 3.076 -0.024
C 0.002 4.211 0.376
C 0.690 4.015 1.812
O 0.426 2.796 2.355
O 1.410 4.850 2.278
H -2.069 -0.219 -0.774
H -2.873 1.173 -0.395
H -2.128 1.737 -2.483
H -0.637 0.961 -2.210
H -0.712 5.028 0.603
H 0.644 4.554 -0.424
C 1.188 -4.024 -1.145
C 0.427 -2.908 -0.447
N -0.878 -2.879 -0.565
O -1.362 -4.060 -1.215
C 1.037 -1.908 0.414
C 2.027 -2.283 1.466
N 0.506 -0.690 0.533
O 1.230 0.118 1.282
H 2.204 -3.703 -1.278
H 0.727 -4.164 -2.123
H 1.142 -5.021 -0.579
H -2.307 -3.965 -1.276
H 2.681 -1.436 1.574
H 2.621 -3.166 1.099
H 1.469 -2.612 2.367
F -1.991 0.868 3.010
```

Its net charge is -1. As for the frontier orbital gap (spin up / spin down): 7.7 / 7.8 eV. As for the spin multiplicity: 3. The calculation puts the HOMO energy (spin up / spin down) at -5.2073 / -5.2140 eV. As for the LUMO energy (spin up / spin down): 2.539 / 2.539 eV.

---

Below is a structure of composition C12H37BN3O3Ti at a distorted geometry, with properties calculated with wB97M-V/def2-TZVPD.

The geometry in XYZ format:
```
57
Properties=species:S:1:pos:R:3
Ti 14.017 -8.205 35.199
B 12.860 -12.105 34.621
H 12.883 -13.041 35.156
H 11.870 -11.683 34.701
H 13.551 -11.352 34.967
H 13.066 -12.282 33.577
C 9.571 -7.953 36.115
C 9.882 -8.896 37.365
C 8.966 -10.125 37.264
O 7.661 -9.770 37.758
C 6.632 -10.654 37.471
N 11.236 -9.440 37.442
H 8.495 -7.962 35.942
H 10.130 -8.426 35.308
H 9.853 -6.910 36.260
H 9.594 -8.265 38.206
H 9.342 -10.836 38.000
H 8.946 -10.467 36.229
H 5.983 -10.416 36.628
H 5.911 -10.737 38.285
H 6.920 -11.659 37.163
H 11.402 -9.759 38.385
H 11.257 -10.213 36.792
C 13.593 -9.036 29.917
C 14.208 -8.161 31.032
C 13.241 -7.111 31.538
O 13.560 -6.438 32.722
C 14.405 -5.289 32.580
N 14.802 -9.056 32.026
H 13.335 -8.435 29.045
H 12.699 -9.586 30.212
H 14.316 -9.767 29.552
H 15.044 -7.592 30.626
H 12.363 -7.667 31.866
H 12.902 -6.338 30.847
H 13.783 -4.505 32.149
H 15.366 -5.411 32.081
H 14.656 -4.843 33.543
H 14.046 -9.635 32.362
H 15.381 -9.835 31.746
C 19.681 -7.255 36.793
C 18.399 -7.894 36.275
C 18.441 -9.505 36.417
O 18.078 -9.946 37.697
C 17.823 -11.269 37.898
N 17.212 -7.417 36.947
H 19.981 -7.445 37.824
H 19.659 -6.205 36.502
H 20.459 -7.692 36.168
H 18.510 -7.677 35.212
H 19.309 -10.070 36.075
H 17.624 -9.787 35.753
H 17.581 -11.441 38.947
H 18.577 -12.026 37.682
H 16.985 -11.496 37.239
H 17.151 -8.094 37.694
H 17.407 -6.569 37.459
```

As for the frontier orbital gap (spin up / spin down): 6.6 / 7.1 eV. As for the spin multiplicity: 4. The calculation puts the HOMO energy (spin up / spin down) at -7.0371 / -7.9796 eV. As for the LUMO energy (spin up / spin down): -0.398 / -0.849 eV.

---

Below is an isolated molecule of C2H4N2O2 at a distorted geometry, with properties calculated with wB97M-V/def2-TZVPD.

The geometry in XYZ format:
```
10
Properties=species:S:1:pos:R:3
C 0.428 1.045 -0.334
C -1.465 -0.092 0.230
H 1.962 -1.654 0.015
H 0.498 -1.371 0.704
H 0.428 2.062 -0.714
H -2.443 0.108 0.764
N 1.466 -0.876 0.508
N 1.409 0.251 -0.490
O -0.479 0.850 0.591
O -1.314 -0.911 -0.625
```

As for the frontier orbital gap: 10.5 eV. The calculation puts the HOMO energy at -9.6738 eV. As for the LUMO energy: 0.808 eV.

---

Below is a cluster of 2 separate species, C4H10NO in total at a distorted geometry, with properties calculated with wB97M-V/def2-TZVPD.

The geometry in XYZ format:
```
16
Properties=species:S:1:pos:R:3
O -0.462 0.230 -1.653
C -0.458 -0.169 -0.528
C 0.483 0.317 0.494
C 0.456 -0.122 1.830
C 0.080 0.923 3.008
N -0.450 -0.755 -4.086
H -1.136 -1.029 -0.143
H 1.348 0.816 0.073
H -0.257 -0.921 2.054
H 1.386 -0.502 2.269
H -0.857 1.412 2.732
H 0.814 1.733 2.999
H -0.063 0.446 3.966
H 0.365 -0.284 -3.759
H -0.945 -0.383 -4.879
H -0.305 -1.711 -4.379
```

Its net charge is +1. As for the frontier orbital gap: 4.2 eV. The calculation puts the HOMO energy at -12.5913 eV. As for the LUMO energy: -8.381 eV.

---

Below is a cluster of 2 separate species, C3H8O2S in total at a distorted geometry, with properties calculated with wB97M-V/def2-TZVPD.

The geometry in XYZ format:
```
14
Properties=species:S:1:pos:R:3
C -1.445 -2.137 0.927
C -1.876 -1.266 -0.241
S -0.515 -1.094 -1.397
H -0.913 -1.615 1.675
H -0.792 -2.974 0.665
H -2.316 -2.612 1.381
H -2.736 -1.720 -0.713
H -2.268 -0.313 0.118
H -1.085 -0.273 -2.291
O 1.303 2.710 -0.132
C 1.943 2.225 0.752
O 1.584 1.140 1.456
H 2.912 2.591 1.107
H 0.751 0.860 1.040
```

As for the frontier orbital gap: 9.9 eV. The calculation puts the HOMO energy at -9.2073 eV. As for the LUMO energy: 0.737 eV.

---

Taking the records one at a time from the top gives DFT total energy values of -3165.09838, -358.04497, -910.47253, -2093.10136, -1743.31267, -338.52618, -287.98923, -667.76584 Ha.
Taking the records one at a time from the top gives relative energy (zero: lowest compared OMol25 entry of this formula, charge and spin) values of 0.00, 3.08, 68.89, 12.77, 138.75, 79.71, 109.10, 9.47 kcal/mol.